This record from the Open Molecules 2025 dataset describes a molecular structure, C49H48AsCuO4P2S. The level of theory is the ωB97M-V functional and the def2-TZVPD basis.

The multiplicity is 2. The LUMO energy (spin up / spin down) is -2.15 / -4.65 eV. The energy relative to the best compared isomer or geometry (same formula, charge and spin) is 15.7 kJ/mol. Its orbital gap (spin up / spin down) is 8.60 / 6.10 eV. The charge is +1.

Cartesian coordinates (Å):
1 Cu -0.33 -0.48 0.24
2 O -2.46 2.59 2.49
3 S -1.64 2.24 1.31
4 C -2.33 3.14 -0.08
5 C -3.38 3.99 0.18
6 C -3.92 4.72 -0.87
7 C -3.40 4.59 -2.15
8 C -2.35 3.70 -2.38
9 C -1.81 2.95 -1.34
10 P -0.44 1.75 -1.62
11 C 0.77 2.85 -2.44
12 C 1.79 3.37 -1.65
13 C 2.72 4.25 -2.19
14 C 2.63 4.62 -3.52
15 C 1.62 4.10 -4.32
16 C 0.70 3.22 -3.78
17 C -1.11 0.80 -3.02
18 C -2.47 0.62 -3.27
19 C -2.89 -0.10 -4.38
20 C -1.96 -0.62 -5.27
21 C -0.60 -0.45 -5.03
22 C -0.19 0.24 -3.90
23 C -0.08 3.14 1.48
24 C -0.02 4.52 1.45
25 C 1.18 5.15 1.73
26 C 2.31 4.39 2.06
27 C 2.23 3.01 2.10
28 C 1.03 2.38 1.80
29 P 0.74 0.59 1.96
30 C 2.36 -0.18 2.22
31 C 3.32 -0.03 1.21
32 C 4.54 -0.67 1.31
33 C 4.81 -1.48 2.41
34 C 3.86 -1.65 3.40
35 C 2.64 -0.99 3.31
36 C -0.19 0.48 3.50
37 C 0.38 0.90 4.70
38 C -0.37 0.87 5.86
39 C -1.69 0.45 5.83
40 C -2.27 0.07 4.63
41 C -1.52 0.08 3.47
42 H -3.76 4.07 1.19
43 H -4.75 5.40 -0.68
44 H -3.80 5.16 -2.97
45 H -1.96 3.60 -3.38
46 H 1.87 3.08 -0.61
47 H 3.51 4.65 -1.56
48 H 3.35 5.31 -3.95
49 H 1.55 4.38 -5.36
50 H -0.08 2.81 -4.42
51 H -3.21 1.02 -2.58
52 H -3.95 -0.24 -4.55
53 H -2.29 -1.16 -6.15
54 H 0.13 -0.86 -5.72
55 H 0.87 0.39 -3.73
56 H -0.90 5.10 1.21
57 H 1.24 6.23 1.70
58 H 3.24 4.89 2.28
59 H 3.11 2.43 2.36
60 H 3.11 0.59 0.35
61 H 5.28 -0.53 0.54
62 H 5.77 -1.98 2.49
63 H 4.06 -2.28 4.25
64 H 1.90 -1.12 4.09
65 H 1.40 1.26 4.73
66 H 0.08 1.20 6.80
67 H -2.28 0.44 6.74
68 H -3.31 -0.23 4.60
69 H -2.00 -0.17 2.53
70 O -4.31 -4.09 -0.31
71 C -3.40 -4.13 0.69
72 C -3.14 -5.30 1.41
73 C -2.15 -5.32 2.38
74 C -1.39 -4.19 2.63
75 C -1.65 -3.04 1.91
76 C -2.65 -2.97 0.94
77 C -3.01 -1.69 0.24
78 O -4.15 -1.32 0.14
79 O -2.02 -0.98 -0.29
80 H -4.80 -4.92 -0.33
81 H -3.73 -6.19 1.21
82 H -1.98 -6.23 2.94
83 H -0.62 -4.20 3.39
84 H -1.06 -2.15 2.12
85 C 3.32 -1.49 -1.96
86 C 2.09 -2.33 -2.26
87 As 0.78 -2.40 -0.81
88 C 1.82 -3.20 0.64
89 C 2.45 -4.55 0.31
90 C -0.40 -3.83 -1.38
91 C -1.33 -3.48 -2.53
92 H 4.03 -1.56 -2.77
93 H 3.82 -1.81 -1.04
94 H 3.06 -0.43 -1.84
95 H 2.34 -3.38 -2.44
96 H 1.57 -1.97 -3.15
97 H 1.14 -3.28 1.48
98 H 2.58 -2.46 0.91
99 H 1.69 -5.31 0.13
100 H 3.06 -4.88 1.15
101 H 3.10 -4.50 -0.56
102 H -0.95 -4.13 -0.49
103 H 0.26 -4.65 -1.64
104 H -2.03 -2.69 -2.26
105 H -1.91 -4.36 -2.80
106 H -0.78 -3.17 -3.42

This record from the Open Molecules 2025 dataset describes a molecular structure, C4H8N2O. The level of theory is the ωB97M-V functional and the def2-TZVPD basis.

The multiplicity is 1. The LUMO energy is 0.66 eV. The energy relative to the best compared isomer or geometry (same formula, charge and spin) is 391.2 kJ/mol. Its orbital gap is 9.82 eV. The charge is 0.

Cartesian coordinates (Å):
1 C 1.39 -1.09 0.51
2 C -1.01 -0.05 0.17
3 C 0.31 0.17 -0.42
4 N -2.14 0.56 -0.31
5 C 0.63 1.24 -1.15
6 O 2.41 -0.38 1.08
7 N -1.07 -1.04 1.00
8 H 2.22 0.57 0.99
9 H -2.06 1.05 -1.19
10 H -3.03 0.10 -0.17
11 H -1.99 -1.12 1.45
12 H 1.06 -1.84 1.22
13 H 1.67 -1.65 -0.38
14 H 1.64 1.39 -1.51
15 H -0.03 2.10 -1.27

This record from the Open Molecules 2025 dataset describes a molecular structure, C20H35Cl2N4NiO3S. The level of theory is the ωB97M-V functional and the def2-TZVPD basis.

The multiplicity is 3. The LUMO energy (spin up / spin down) is 2.01 / 2.01 eV. Its orbital gap (spin up / spin down) is 4.22 / 4.73 eV. The charge is -1.

Cartesian coordinates (Å):
1 O 2.53 0.98 -2.02
2 C 2.86 1.92 -2.74
3 C 2.39 3.30 -2.45
4 C 1.80 3.61 -1.20
5 H 1.56 2.81 -0.50
6 C 1.58 4.94 -0.84
7 H 1.16 5.15 0.15
8 C 1.98 5.99 -1.69
9 H 1.92 7.03 -1.34
10 C 2.47 5.68 -2.97
11 H 2.77 6.49 -3.64
12 C 2.65 4.35 -3.35
13 H 3.04 4.11 -4.35
14 H 3.43 1.80 -3.69
15 C -0.49 -0.99 -2.51
16 C -1.30 0.01 -1.76
17 H -0.23 -0.62 -3.51
18 H -1.06 -1.93 -2.58
19 H 0.44 -1.26 -2.00
20 C -1.70 1.26 -2.09
21 C -2.83 1.63 -3.00
22 H -1.16 2.09 -1.61
23 H -2.48 2.11 -3.92
24 H -3.46 2.37 -2.49
25 H -3.42 0.75 -3.28
26 Ni -1.96 -0.22 -0.15
27 Cl -3.00 1.47 0.81
28 Cl -2.98 -2.04 -0.79
29 C -2.32 -1.76 2.24
30 O -1.39 -2.16 2.94
31 N -3.60 -2.12 2.39
32 C -3.95 -3.31 3.13
33 C -4.72 -1.45 1.75
34 H -2.16 -1.05 1.36
35 H -3.04 -3.80 3.48
36 H -4.53 -3.98 2.49
37 H -4.58 -3.04 3.99
38 H -4.40 -0.47 1.38
39 H -5.55 -1.34 2.47
40 H -5.07 -2.05 0.89
41 H 3.12 -4.97 -0.60
42 H 4.52 -2.16 -0.93
43 C 2.59 -4.44 -1.42
44 C 3.73 -2.22 -1.69
45 N 2.60 -3.00 -1.18
46 H 1.56 -4.80 -1.47
47 C 1.82 -2.52 -0.19
48 O 1.12 -3.19 0.57
49 H 3.39 -1.21 -1.93
50 H 1.88 -1.42 -0.11
51 H 3.11 -4.62 -2.37
52 H 4.13 -2.73 -2.58
53 C -0.57 1.01 4.19
54 N -0.64 0.87 2.75
55 C 0.26 0.28 1.99
56 S 0.11 0.29 0.24
57 N 1.38 -0.26 2.49
58 C 1.43 -1.13 3.66
59 H -0.84 0.06 4.67
60 H -1.29 1.78 4.50
61 H 0.43 1.30 4.51
62 H -1.46 1.27 2.26
63 H 2.08 -0.45 1.80
64 H 0.53 -1.76 3.73
65 H 2.32 -1.76 3.56
66 H 1.51 -0.50 4.55

This record from the Open Molecules 2025 dataset describes a molecular structure, C4H4O2. The level of theory is the ωB97M-V functional and the def2-TZVPD basis.

The multiplicity is 1. The LUMO energy is -0.64 eV. The energy relative to the best compared isomer or geometry (same formula, charge and spin) is 376.9 kJ/mol. Its orbital gap is 9.25 eV. The charge is 0.

Cartesian coordinates (Å):
1 O -1.23 0.40 0.84
2 C -1.19 0.21 -0.44
3 C 0.41 -0.41 -1.20
4 O 0.34 -0.65 -2.36
5 C 1.29 -0.38 -0.12
6 C 1.18 -0.12 1.13
7 H -0.02 0.21 1.28
8 H -1.21 1.10 -1.08
9 H -1.75 -0.65 -0.84
10 H 1.86 -0.12 1.97

This record from the Open Molecules 2025 dataset describes 6 unconnected molecules or ions with the total composition C12H36O6S6. The level of theory is the ωB97M-V functional and the def2-TZVPD basis.

The multiplicity is 1. The LUMO energy is 0.31 eV. The energy relative to the best compared isomer or geometry (same formula, charge and spin) is 67.3 kJ/mol. Its orbital gap is 8.45 eV. The charge is 0.

Cartesian coordinates (Å):
1 C 13.55 5.32 14.60
2 S 13.65 7.02 15.08
3 O 13.34 7.80 13.84
4 C 12.12 7.04 15.97
5 H 13.31 4.65 15.43
6 H 14.50 5.12 14.10
7 H 12.83 5.29 13.77
8 H 11.33 7.33 15.28
9 H 12.07 7.86 16.71
10 H 11.83 6.15 16.51
11 C 14.08 11.83 9.95
12 S 12.92 11.82 11.35
13 O 11.64 11.86 10.71
14 C 13.23 10.09 11.76
15 H 14.25 10.83 9.55
16 H 15.01 12.34 10.17
17 H 13.51 12.43 9.26
18 H 13.33 9.40 10.90
19 H 12.39 9.74 12.37
20 H 14.11 10.03 12.39
21 C 6.10 5.68 13.98
22 S 6.74 7.09 14.81
23 O 8.17 7.18 14.48
24 C 5.85 8.29 13.80
25 H 5.01 5.54 14.08
26 H 6.72 4.91 14.50
27 H 6.42 5.60 12.93
28 H 6.27 8.27 12.80
29 H 6.07 9.29 14.16
30 H 4.79 8.12 13.74
31 C 8.15 4.91 8.22
32 S 7.21 5.57 6.84
33 O 5.79 5.24 7.17
34 C 7.42 7.33 7.13
35 H 9.05 5.53 8.22
36 H 8.33 3.85 8.15
37 H 7.58 5.11 9.13
38 H 6.57 7.85 6.70
39 H 8.38 7.61 6.70
40 H 7.40 7.58 8.18
41 C 9.40 9.28 12.04
42 S 9.33 7.68 11.27
43 O 9.96 7.77 9.96
44 C 10.56 6.92 12.32
45 H 9.16 9.15 13.11
46 H 8.65 9.92 11.55
47 H 10.41 9.71 12.04
48 H 10.09 7.07 13.29
49 H 11.40 7.60 12.30
50 H 10.76 5.87 12.08
51 C 9.29 10.60 8.66
52 S 9.64 10.81 6.91
53 O 8.36 10.39 6.28
54 C 9.49 12.59 6.94
55 H 10.09 11.03 9.27
56 H 9.19 9.55 8.91
57 H 8.34 11.09 8.72
58 H 10.39 12.96 7.42
59 H 8.60 12.69 7.52
60 H 9.41 13.08 5.99

This record from the Open Molecules 2025 dataset describes 6 unconnected molecules or ions with the total composition C30H48BrF15N5O11. The level of theory is the ωB97M-V functional and the def2-TZVPD basis.

The multiplicity is 1. The LUMO energy is -4.83 eV. Its orbital gap is 6.43 eV. The charge is +1.

Cartesian coordinates (Å):
1 C 3.79 -1.71 2.10
2 N 3.49 -0.23 2.05
3 C 2.50 0.10 0.92
4 N 1.09 -0.41 1.19
5 C -0.06 0.34 1.03
6 N 0.05 1.82 0.60
7 N -1.47 -0.14 1.29
8 C -1.61 -0.88 2.61
9 C -2.94 -0.49 3.49
10 C -4.36 -0.53 2.67
11 C -5.53 -0.07 3.73
12 C -7.02 -0.63 3.21
13 N -7.10 -2.09 3.60
14 C -2.06 -0.90 0.13
15 C -1.32 -2.32 -0.23
16 O -1.69 -3.50 0.37
17 Br 0.16 -2.53 -1.61
18 H 2.91 -2.21 2.73
19 H 3.77 -2.21 1.03
20 H 4.78 -1.94 2.71
21 H 3.06 0.12 2.93
22 H 2.58 1.28 0.81
23 H 2.90 -0.41 -0.08
24 H 1.00 -1.43 1.50
25 H -0.03 1.91 -0.44
26 H -0.58 2.42 1.13
27 H -1.56 -2.04 2.54
28 H -0.67 -0.55 3.27
29 H -3.02 -1.31 4.35
30 H -2.88 0.57 4.02
31 H -4.51 -1.63 2.25
32 H -4.31 0.19 1.74
33 H -5.54 1.12 3.73
34 H -5.29 -0.46 4.80
35 H -7.08 -0.47 2.04
36 H -7.81 0.05 3.75
37 H -7.38 -2.60 2.73
38 H -6.21 -2.45 4.01
39 H -1.92 -0.20 -0.83
40 H -3.21 -1.11 0.19
41 C -2.03 -4.71 -4.51
42 C -0.70 -4.07 -4.83
43 O 0.13 -4.98 -5.58
44 C -0.09 -5.01 -6.94
45 O -0.93 -4.33 -7.51
46 C 0.89 -5.98 -7.61
47 F 1.02 -7.15 -6.93
48 F 2.14 -5.45 -7.71
49 F 0.51 -6.32 -8.87
50 H -1.88 -5.67 -3.99
51 H -2.63 -4.06 -3.87
52 H -2.60 -4.93 -5.42
53 H -0.16 -3.85 -3.91
54 H -0.82 -3.12 -5.37
55 C -2.98 1.56 -5.53
56 C -3.62 1.56 -4.16
57 O -4.68 0.59 -4.10
58 C -4.31 -0.70 -3.83
59 O -3.15 -1.05 -3.64
60 C -5.54 -1.60 -3.74
61 F -6.44 -1.37 -4.74
62 F -6.21 -1.44 -2.57
63 F -5.23 -2.93 -3.82
64 H -3.74 1.71 -6.31
65 H -2.22 2.34 -5.61
66 H -2.50 0.59 -5.75
67 H -4.07 2.54 -3.96
68 H -2.88 1.38 -3.37
69 C 4.67 6.31 1.77
70 C 4.46 5.59 0.45
71 O 3.06 5.31 0.26
72 C 2.31 6.32 -0.27
73 O 2.76 7.42 -0.57
74 C 0.86 5.87 -0.47
75 F 0.38 5.17 0.60
76 F 0.72 5.06 -1.56
77 F 0.00 6.91 -0.66
78 H 4.24 5.73 2.60
79 H 5.74 6.45 1.96
80 H 4.18 7.29 1.77
81 H 4.98 4.62 0.47
82 H 4.87 6.16 -0.39
83 C -2.10 -6.19 -0.75
84 C -1.02 -7.23 -0.50
85 O -1.59 -8.41 0.09
86 C -2.15 -9.32 -0.77
87 O -2.18 -9.17 -1.99
88 C -2.67 -10.54 -0.01
89 F -3.35 -10.20 1.12
90 F -1.66 -11.37 0.38
91 F -3.53 -11.30 -0.75
92 H -2.64 -5.97 0.17
93 H -1.66 -5.27 -1.14
94 H -2.83 -6.55 -1.48
95 H -0.29 -6.84 0.21
96 H -0.48 -7.48 -1.42
97 C 7.72 9.50 6.77
98 C 8.46 10.13 5.60
99 O 8.90 9.11 4.68
100 C 7.97 8.70 3.76
101 O 6.82 9.13 3.69
102 C 8.58 7.66 2.81
103 F 9.33 6.73 3.47
104 F 9.40 8.23 1.89
105 F 7.64 6.96 2.11
106 H 8.34 8.73 7.24
107 H 7.46 10.26 7.51
108 H 6.81 9.00 6.43
109 H 9.36 10.63 5.96
110 H 7.85 10.88 5.09

| no. | largest force on an atom (eV/Å) |
| --- | --- |
| 1 | 0.8 |
| 2 | 3.6 |
| 3 | 5.5 |
| 4 | 0.8 |
| 5 | 3.2 |
| 6 | 9.7 |